Entry 1:
DFT (ωB97M-V/def2-TZVPD) results for a molecular structure, C4H4MnO2.

Each line ends with the natural charge from an NBO analysis.
Element x y z (Å)
O -0.99100 -1.01573 2.73084  -0.33
C -1.34067 -0.49041 1.69154  0.71
C -0.60641 -0.69991 0.62930  -0.64
C -0.47238 0.01114 -0.62522  0.09
C 0.31317 1.23662 -0.77512  -0.06
H -1.23644 -0.18247 -1.37913  0.27
H 0.06499 1.93726 -1.57158  0.26
H 0.82121 1.64363 0.09980  0.24
H 0.15910 -1.42574 1.53615  0.37
Mn 2.41163 -1.01540 -1.07106  1.81
O 0.87680 0.00101 -1.26552  -0.72

Its charge is +2. The value obtained for the frontier orbital gap (spin up / spin down) is 5.124 / 4.827 eV. The highest occupied orbital energy (spin up / spin down) is -17.121 / -17.076 eV. The multiplicity is 6. The calculation puts the total energy at -39600.2315 eV. As for the relative energy (zero: lowest compared OMol25 entry of this formula, charge and spin): 79.46 kcal/mol.


Entry 2:
DFT (ωB97M-V/def2-TZVPD) results for a single C5H5NO molecule.

Each line ends with the natural charge from an NBO analysis.
Element x y z (Å)
C -0.29886 -1.13836 -0.66567  0.64
C 0.86137 -1.15986 0.23595  -0.34
C 1.29857 0.09258 0.45589  -0.14
C 0.27073 1.04527 -0.07222  -0.15
C -1.24983 0.79687 0.08198  -0.21
H 0.97316 -2.37299 0.55215  0.26
H 2.06555 0.58220 1.05171  0.23
H 0.68761 1.91737 -0.51855  0.21
H -1.30531 0.22843 1.10380  0.21
H -1.95669 1.74199 -0.04836  0.22
N -0.53620 0.31217 -0.97749  -0.44
O -0.81012 -2.04567 -1.19919  -0.51

Its charge is 0. The value obtained for the frontier orbital gap is 9.814 eV. The highest occupied orbital energy is -9.581 eV. The multiplicity is 1. The calculation puts the total energy at -8800.2043 eV. As for the relative energy (zero: lowest compared OMol25 entry of this formula, charge and spin): 74.13 kcal/mol.


Entry 3:
DFT (ωB97M-V/def2-TZVPD) results for a single C16H23N5Si molecule.

Each line ends with the natural charge from an NBO analysis.
Element x y z (Å)
C 1.74081 1.99007 0.22391  0.15
C 2.12127 3.12089 0.06837  -0.52
N -1.76491 -4.40080 -0.79128  -0.56
N -1.94596 -4.78779 1.58957  -0.61
C -1.86348 -5.14810 0.27861  0.58
C -1.67687 -3.56519 1.82591  0.66
C -0.25639 0.84474 0.85463  -0.18
C 1.61191 -0.44182 0.19111  -0.17
C -0.97938 -0.32288 1.10185  -0.17
C 0.93340 -1.59064 0.43986  -0.21
C 1.06115 0.79461 0.45928  -0.17
C -0.40694 -1.61863 0.81585  0.16
N -1.77474 -6.56791 0.05495  -0.82
N -1.40846 -3.22716 3.17350  -0.81
N -1.27925 -2.73062 0.77273  -0.50
C -3.32639 -2.58031 -0.52656  -0.64
C -1.19753 -2.20407 -1.65430  -0.61
C -1.86577 -3.01032 -0.55293  0.27
C 2.88264 5.82356 0.76829  -1.13
C 3.37816 4.91572 -2.05173  -1.12
C 0.60484 5.42289 -1.11048  -1.09
Si 2.28883 4.78096 -0.56489  1.61
H -0.80500 1.79433 1.00093  0.22
H 2.60643 -0.48375 -0.08491  0.22
H -1.84090 -0.32271 1.73460  0.21
H 1.49388 -2.49803 0.27979  0.23
H -1.43738 -7.15784 0.79694  0.38
H -1.62083 -6.99384 -0.81262  0.39
H -1.26208 -3.97628 3.83230  0.41
H -0.89799 -2.41368 3.39319  0.39
H -3.47065 -1.54654 -0.80042  0.21
H -3.95561 -3.08141 -1.32746  0.23
H -3.73575 -2.73802 0.46909  0.21
H -1.10566 -1.14233 -1.40683  0.21
H -1.71279 -2.35311 -2.59763  0.23
H -0.17494 -2.50889 -1.71279  0.21
H 3.74119 5.47011 1.23804  0.24
H 3.30541 6.77205 0.37744  0.24
H 2.08254 5.93219 1.47501  0.24
H 4.24150 5.60331 -1.89855  0.24
H 3.77875 4.00810 -2.32487  0.24
H 2.90016 5.24223 -3.00009  0.25
H 0.17861 4.74816 -1.81950  0.24
H -0.11355 5.85759 -0.42107  0.24
H 0.92776 6.29114 -1.75682  0.23

Its charge is 0. The value obtained for the frontier orbital gap is 8.430 eV. The highest occupied orbital energy is -8.250 eV. The multiplicity is 1. The calculation puts the total energy at -32292.0814 eV. As for the relative energy (zero: lowest compared OMol25 entry of this formula, charge and spin): 37.84 kcal/mol.